This record from OMol25 describes the molecule C2H2N2O2S. The level of theory is ωB97M-V/def2-TZVPD.

Bonds (Å) are listed after each position.
CARTESIAN COORDINATES (ANGSTROEM)
1 N -0.33 -2.59 0.68  C2 1.152
2 C -0.33 -1.56 0.17  N1 1.152, C3 1.395
3 C -0.32 -0.31 -0.45  C2 1.395, S4 1.772, N5 1.784, H8 1.018
4 S 0.93 0.77 0.20  C3 1.772, H9 1.428
5 N -1.85 0.45 0.07  C3 1.784, O6 1.202, O7 1.186
6 O -2.79 0.07 -0.57  N5 1.202
7 O -1.72 1.29 0.90  N5 1.186
8 H -0.54 -0.42 -1.44  C3 1.018
9 H 0.87 0.37 1.56  S4 1.428

Results
- HOMO energy: -10.313 eV
- Energy relative to the best compared isomer or geometry (same formula, charge and spin): 94.1 kcal per mole
- LUMO energy: 0.0014 Ha
- SMILES: N#C[C@H](S)[N+](=O)[O-]
- Frontier orbital gap: 10.35 eV

These are the Mulliken partial charges, in e, on atoms 1 to 4: number 1, N, carries -0.34; number 2, C, carries 0.16; number 3, C, carries -0.09; number 4, S, carries -0.15